[1]
{"formula": "C5H28N2O9", "method": "the ωB97M-V functional and the def2-TZVPD basis", "species": ["C", "N", "C", "C", "C", "N", "C", "O", "H", "H", "H", "H", "H", "H", "H", "H", "H", "H", "H", "H", "H", "H", "O", "H", "H", "O", "H", "H", "O", "H", "H", "O", "H", "H", "O", "H", "H", "O", "H", "H", "O", "H", "H", "O"], "xyz": [[1.08487, 1.63884, -0.24204], [0.93375, 0.34127, 0.15768], [2.14103, 0.04879, 2.21453], [0.73392, -0.20906, 1.60190], [0.47452, -1.79482, 1.60894], [-0.73746, -1.94034, 0.78133], [-1.95220, -2.33911, 1.55414], [0.63932, 2.58671, 0.43642], [1.47162, 1.72965, -1.24458], [1.29738, -0.34814, -0.48284], [2.87133, 0.17456, 1.42638], [2.16374, 1.04269, 2.66369], [2.41107, -0.64848, 2.91468], [-0.11804, 0.47549, 1.90907], [0.39952, -2.12845, 2.68294], [1.28033, -2.31311, 1.34544], [-0.56240, -2.47458, 0.04890], [-1.83593, -2.97884, 2.47098], [-2.43077, -1.42280, 1.85998], [-2.66905, -2.62924, 0.81753], [-2.51788, 2.09770, 2.98360], [-1.99558, 0.67259, 3.25652], [-2.17943, 1.49920, 3.63802], [2.06238, -0.71000, -3.04667], [1.56563, -0.47632, -4.51605], [1.56234, -0.01996, -3.63281], [-0.56478, 2.12797, 3.79956], [0.11002, 2.58096, 2.42530], [0.27047, 2.59056, 3.43663], [1.94208, -2.45845, -2.01476], [3.14690, -2.30070, -2.81318], [2.73895, -1.83869, -2.12881], [-2.39388, 2.26845, -3.02443], [-2.57696, 1.79305, -1.61118], [-2.58051, 1.46616, -2.50383], [-1.54120, 0.06994, -2.67132], [-0.23152, -0.14150, -3.20074], [-0.93528, -0.64914, -2.86906], [-0.11902, -3.81708, -2.78323], [0.03611, -2.25013, -2.72039], [0.44681, -3.10588, -2.37541], [-1.54398, 1.00238, -0.00919], [-1.04983, 2.44660, 0.23417], [-1.82195, 1.93873, 0.03659]], "gap_ev": 9.389, "total_energy_ha": -993.92590, "charge": 0, "relative_energy_kcal_mol": 91.0}


[2]
{"formula": "C30H47ClFN14O6P", "method": "the ωB97M-V functional and the def2-TZVPD basis", "species": ["O", "C", "F", "N", "C", "O", "N", "C", "C", "Cl", "O", "C", "C", "P", "O", "O", "O", "H", "H", "H", "H", "H", "H", "H", "H", "H", "H", "H", "C", "C", "N", "H", "H", "H", "C", "C", "N", "H", "H", "H", "C", "C", "N", "H", "H", "H", "C", "C", "N", "H", "H", "H", "C", "C", "N", "H", "H", "H", "C", "C", "N", "H", "H", "H", "C", "C", "N", "H", "H", "H", "C", "C", "N", "H", "H", "H", "C", "C", "N", "H", "H", "H", "C", "C", "N", "H", "H", "H", "C", "C", "N", "H", "H", "H", "C", "C", "N", "H", "H", "H"], "xyz": [[-0.10284, -3.77431, 0.92791], [0.76313, -2.88094, 0.98710], [1.31888, -2.52122, 2.15579], [1.21282, -2.12449, -0.08806], [2.04208, -0.96799, 0.20726], [3.14238, -1.07955, 0.75402], [1.52598, 0.20989, -0.23864], [0.07626, 0.39073, -0.15191], [-0.44093, 0.34588, 1.25475], [0.18838, 1.68160, 2.25205], [-1.82004, 0.34441, 1.28515], [-2.31640, -0.94676, 1.59531], [-3.80475, -0.92023, 1.69078], [-4.67098, -0.68451, 0.13407], [-4.20513, -1.66506, -0.84989], [-6.20522, -0.88255, 0.48374], [-4.72999, 0.79847, -0.34094], [1.67692, -2.71470, -0.76045], [2.00773, 0.97738, 0.21517], [-0.15166, 1.34165, -0.59595], [-0.42658, -0.33166, -0.76424], [-0.07558, -0.53405, 1.76063], [-1.92845, -1.23204, 2.56442], [-1.97217, -1.66998, 0.87020], [-4.10728, -1.88979, 2.04751], [-4.11133, -0.21469, 2.44445], [-6.34283, -1.82850, 0.56063], [-3.87688, 1.16492, -0.67672], [2.86343, -1.92937, -3.67581], [1.61194, -1.30860, -3.26884], [0.62023, -0.81556, -2.94620], [3.22164, -1.46962, -4.59349], [3.60850, -1.79610, -2.89728], [2.71179, -2.98774, -3.84485], [-7.61933, 2.28475, 0.06990], [-7.91933, 3.48901, 0.81436], [-8.15671, 4.43172, 1.43332], [-8.50881, 1.94478, -0.45724], [-6.82523, 2.47542, -0.64780], [-7.29177, 1.50601, 0.75416], [4.71231, 1.95254, 1.97317], [3.69968, 2.48457, 1.08580], [2.84890, 2.90717, 0.42926], [5.37312, 1.28083, 1.43060], [5.29372, 2.76985, 2.39427], [4.22593, 1.40654, 2.77776], [1.63103, 2.93267, 5.51149], [2.73048, 2.01848, 5.26013], [3.59536, 1.28193, 5.05866], [1.51778, 3.61106, 4.66866], [0.70980, 2.36980, 5.64125], [1.83064, 3.50892, 6.41170], [-1.56173, 4.80112, -0.77549], [-2.45544, 3.72878, -1.17428], [-3.14546, 2.85539, -1.48899], [-0.91650, 5.06206, -1.61212], [-2.12221, 5.68112, -0.47099], [-0.94854, 4.46860, 0.05195], [7.46282, -3.38628, -3.03068], [6.10195, -3.71671, -3.40701], [5.01686, -3.97945, -3.70031], [7.91936, -4.23487, -2.53509], [8.04309, -3.13549, -3.91594], [7.46668, -2.54035, -2.34987], [9.96282, -3.90495, -6.61439], [9.69464, -2.62391, -5.98479], [9.48624, -1.60580, -5.49078], [9.06439, -4.26712, -7.10857], [10.75492, -3.79150, -7.35025], [10.27402, -4.62689, -5.86293], [-7.42575, 2.75440, -4.04618], [-8.85801, 2.87894, -3.83867], [-9.99511, 2.97608, -3.67110], [-7.19588, 1.77221, -4.45173], [-7.08662, 3.51630, -4.74363], [-6.90076, 2.87826, -3.10225], [6.16988, -5.90381, 0.19758], [7.17278, -4.85557, 0.09968], [7.95343, -4.00913, 0.02099], [6.45367, -6.75835, -0.40821], [6.07427, -6.21621, 1.23441], [5.21258, -5.52924, -0.15398], [3.90017, -8.82842, 2.25040], [4.08967, -8.49795, 0.84904], [4.24017, -8.23510, -0.26412], [4.86599, -8.97750, 2.72785], [3.37328, -8.01910, 2.75067], [3.31538, -9.74094, 2.33545], [-4.87374, 7.68609, 0.10566], [-3.50716, 7.61006, 0.58068], [-2.41615, 7.54755, 0.94649], [-5.08592, 6.84219, -0.54576], [-5.55931, 7.65901, 0.94562], [-5.01798, 8.61147, -0.44734], [-8.20773, 4.64917, 4.89950], [-7.66858, 3.38475, 5.36674], [-7.24020, 2.37766, 5.73156], [-9.25005, 4.73870, 5.19621], [-7.64213, 5.47105, 5.33344], [-8.13874, 4.69275, 3.81447]], "gap_ev": 10.262, "total_energy_ha": -3290.80861, "charge": 0}


[3]
{"formula": "C5H8O", "method": "the ωB97M-V functional and the def2-TZVPD basis", "species": ["C", "C", "C", "C", "O", "C", "H", "H", "H", "H", "H", "H", "H", "H"], "xyz": [[0.08052, -1.22491, -1.45358], [0.17077, -0.17847, -0.39872], [-0.72690, 0.78083, -0.16381], [-0.57622, 1.26981, 1.18512], [0.66331, 0.83045, 1.62598], [1.20554, -0.13263, 0.69335], [0.83023, -1.09838, -2.24048], [-0.91378, -1.17845, -1.90632], [0.20571, -2.22729, -1.02472], [-1.67781, 0.96686, -0.63706], [-2.22344, 0.71642, 1.22885], [-0.74872, 2.24368, 1.62960], [1.38834, -1.07204, 1.23394], [2.18707, 0.20352, 0.30861]], "gap_ev": 8.466, "total_energy_ha": -270.40846, "charge": 0, "relative_energy_kcal_mol": 93.8}


[4]
{"formula": "C2H7PS3", "method": "the ωB97M-V functional and the def2-TZVPD basis", "species": ["C", "C", "P", "S", "S", "S", "H", "H", "H", "H", "H", "H", "H"], "xyz": [[1.12342, -0.47313, -0.12350], [0.64210, 0.89296, 0.11010], [-1.25572, 0.92161, -0.16249], [1.23218, -1.75299, 1.35138], [-3.34280, 0.13535, 0.42775], [1.19970, 1.93861, 1.42451], [2.16111, -0.54781, -0.33603], [0.57302, -0.90114, -0.95364], [-1.60860, 2.14226, -0.65603], [-1.17526, 0.29666, -1.39025], [0.40210, -0.97182, 1.93859], [-4.06747, 0.10401, -0.76701], [2.15235, 1.12574, 1.99050]], "gap_ev": 6.832, "total_energy_ha": -1616.19100, "charge": 0, "relative_energy_kcal_mol": 90.4}